1.
{"formula": "CH9N2O2", "method": "ωB97M-V/def2-TZVPD", "total_charge": 0, "s_squared": 0.75, "de_lowest_kj_mol": 48.3, "e_lumo_ev": [0.3, 0.3], "energy_ev": -8255.791, "multiplicity": 2, "gap_ha": [0.148, 0.312], "elements": ["N", "C", "N", "H", "H", "H", "H", "H", "H", "H", "O", "H", "H", "O"], "positions_angstrom": [[-0.3608, -1.6094, 1.0476], [-0.5942, -1.8798, -0.2600], [-0.0020, -1.2618, -1.3499], [-0.1146, -0.6406, 1.3705], [-0.4639, -2.3489, 1.7177], [-1.3245, -2.6026, -0.6097], [-0.3822, -1.3948, -2.2675], [0.7458, -0.5905, -1.3360], [1.6779, 2.6893, -0.5330], [0.3542, 3.2331, -1.1227], [0.8331, 2.4236, -0.9070], [-0.7572, 1.4706, 1.8500], [0.5298, 1.5790, 1.0602], [-0.1417, 0.9326, 1.3399]], "atomic_forces_ev_per_a": [[0.84, 1.11, 1.13], [-1.19, -1.17, -1.47], [1.00, 0.79, -0.57], [-0.60, -1.87, -0.47], [0.16, 0.03, -0.06], [-0.08, -0.01, 0.61], [-0.21, -0.12, 0.22], [-0.07, -0.05, 0.50], [0.10, 0.27, -0.23], [0.18, -0.08, 0.06], [0.00, -0.03, 0.10], [-0.16, -0.22, 0.03], [-0.37, -0.42, -0.26], [0.41, 1.79, 0.40]]}

=====

2.
{"formula": "C5H11N2O", "method": "ωB97M-V/def2-TZVPD", "total_charge": 1, "de_lowest_kj_mol": 175.1, "e_lumo_ev": -3.7, "energy_ev": -10383.791, "gap_ha": 0.347, "elements": ["O", "C", "C", "C", "C", "C", "N", "N", "H", "H", "H", "H", "H", "H", "H", "H", "H", "H", "H"], "positions_angstrom": [[-2.9686, -0.7869, -0.2839], [-2.3557, -1.1276, -1.2631], [-0.8519, -1.2422, -1.2175], [-0.2642, 0.1855, -1.1571], [0.2910, 0.4782, 0.2001], [1.6097, 0.7049, 0.3197], [2.2510, 0.8295, 1.6300], [-0.6188, 0.3694, 1.2056], [-2.8839, -1.2886, -2.2223], [-0.6102, -1.8603, -0.3423], [-0.4508, -1.7940, -2.0616], [0.4767, 0.3243, -1.9311], [-1.0419, 0.9203, -1.3592], [2.2526, 0.7599, -0.5333], [1.6022, 0.5572, 2.3750], [3.0701, 0.2213, 1.7340], [2.5712, 1.7787, 1.8430], [-1.5835, 0.1724, 0.9583], [-0.4950, 0.7982, 2.1058]], "atomic_forces_ev_per_a": [[-0.14, 0.14, 0.11], [-0.13, -0.05, -0.09], [-0.05, -0.48, -0.11], [-0.02, -0.04, -0.02], [-0.12, -0.17, 0.27], [-0.33, -0.09, -0.25], [0.14, 0.12, 0.51], [0.15, 0.18, 0.10], [0.10, -0.13, 0.12], [0.04, 0.40, -0.02], [-0.10, 0.11, -0.29], [0.32, -0.02, -0.02], [-0.12, 0.07, -0.01], [0.32, 0.03, -0.01], [0.08, -0.03, -0.07], [-0.09, -0.03, -0.17], [-0.06, 0.05, -0.03], [0.02, -0.12, -0.03], [0.00, 0.04, -0.01]]}

=====

3.
{"formula": "C16H26AsBaI2N4O", "method": "ωB97M-V/def2-TZVPD", "total_charge": 1, "de_lowest_kj_mol": 12.7, "e_lumo_ev": -2.6, "energy_ev": -102753.042, "gap_ha": 0.259, "elements": ["Ba", "N", "C", "C", "N", "C", "C", "N", "H", "H", "H", "H", "H", "H", "H", "H", "H", "H", "H", "H", "H", "I", "C", "C", "C", "I", "C", "C", "C", "C", "N", "C", "C", "O", "H", "H", "H", "H", "C", "As", "C", "C", "H", "H", "H", "H", "H", "H", "H", "H", "H"], "positions_angstrom": [[-1.0404, 0.7140, 0.3907], [-3.1087, -1.3481, 0.3094], [-4.0095, -1.2948, -0.8572], [-3.2147, -1.1071, -2.1405], [-2.4139, 0.1359, -2.1836], [-3.1493, 1.3014, -2.7183], [-3.8268, 2.1658, -1.6636], [-2.8308, 2.8024, -0.7806], [-2.5761, -2.2147, 0.2655], [-3.6602, -1.4283, 1.1588], [-4.7090, -0.4723, -0.7104], [-4.6121, -2.2013, -0.9640], [-3.9042, -1.1647, -2.9898], [-2.5222, -1.9481, -2.2356], [-1.6666, -0.0456, -2.8455], [-3.9045, 0.9917, -3.4487], [-2.4321, 1.9307, -3.2522], [-4.4919, 1.5718, -1.0371], [-4.4502, 2.8995, -2.1830], [-3.3130, 3.3940, -0.1102], [-2.2671, 3.4421, -1.3355], [1.0644, 1.0118, 5.3698], [1.5291, -0.5406, 4.0546], [2.4438, -1.5337, 4.4366], [2.7749, -2.5479, 3.5801], [4.1494, -3.9895, 4.2254], [2.1996, -2.6068, 2.2878], [2.4795, -3.6004, 1.3241], [1.8757, -3.5642, 0.0994], [0.9770, -2.5235, -0.1768], [0.6807, -1.5769, 0.6854], [1.2741, -1.5985, 1.9163], [0.9104, -0.5282, 2.8135], [0.0631, 0.3752, 2.4250], [2.8915, -1.4923, 5.4197], [3.1788, -4.3896, 1.5665], [2.0825, -4.3173, -0.6478], [0.4927, -2.4690, -1.1484], [2.5675, 3.3972, -1.8371], [1.8950, 1.9534, -0.7145], [3.1299, 0.5296, -1.2169], [2.7056, 2.4543, 0.9853], [3.6452, 3.4867, -1.7056], [2.0930, 4.3349, -1.5526], [2.3496, 3.1969, -2.8848], [4.1565, 0.8896, -1.1557], [2.9310, 0.1872, -2.2314], [3.0015, -0.3065, -0.5299], [3.7805, 2.5906, 0.8692], [2.5149, 1.6724, 1.7208], [2.2660, 3.3806, 1.3532]], "atomic_forces_ev_per_a": [[-0.46, 0.05, -0.28], [-0.09, -0.15, -0.03], [0.07, 0.06, 0.00], [0.00, 0.06, 0.13], [-0.16, -0.13, -0.37], [-0.02, 0.06, 0.17], [0.07, -0.05, 0.02], [-0.02, 0.09, -0.03], [0.05, 0.04, 0.05], [0.01, 0.02, 0.00], [0.00, 0.00, -0.01], [0.01, -0.01, 0.01], [0.01, 0.01, -0.03], [0.01, 0.00, -0.01], [0.04, 0.03, 0.06], [0.01, -0.03, -0.02], [0.00, -0.02, -0.03], [-0.02, -0.02, -0.04], [0.00, 0.01, 0.01], [0.01, -0.01, 0.01], [0.01, 0.00, 0.02], [0.07, -0.12, -0.03], [-0.17, 0.28, 0.02], [0.03, -0.11, -0.10], [0.15, -0.10, 0.15], [-0.06, 0.06, -0.03], [-0.11, 0.08, -0.09], [0.03, -0.01, 0.04], [0.00, -0.02, -0.04], [0.02, 0.02, 0.05], [-0.06, 0.03, -0.06], [-0.04, 0.02, -0.07], [0.19, -0.11, 0.14], [0.22, -0.07, 0.40], [-0.02, 0.03, 0.01], [0.00, 0.01, 0.01], [-0.01, 0.01, -0.01], [0.01, -0.02, -0.01], [0.03, -0.02, 0.01], [0.18, 0.02, -0.05], [0.03, 0.00, 0.01], [0.01, -0.01, 0.08], [0.00, 0.02, -0.01], [0.00, 0.00, 0.00], [-0.01, -0.01, 0.00], [0.00, 0.00, 0.00], [-0.02, 0.01, 0.00], [0.01, -0.01, -0.01], [0.00, 0.00, -0.03], [0.00, 0.00, 0.00], [-0.01, 0.00, -0.01]]}

=====

4.
{"formula": "C4H8N2O", "method": "ωB97M-V/def2-TZVPD", "total_charge": 0, "de_lowest_kj_mol": 200.0, "e_lumo_ev": 0.8, "energy_ev": -9304.321, "gap_ha": 0.398, "elements": ["N", "C", "O", "C", "N", "C", "C", "H", "H", "H", "H", "H", "H", "H", "H"], "positions_angstrom": [[0.8214, -1.0065, -2.2900], [0.1600, -0.4738, -3.1505], [-0.4289, -0.0184, -4.0621], [-0.8206, -0.8834, 0.9684], [0.2807, -0.1557, 0.3578], [1.0916, 0.6734, 1.2299], [0.1443, 1.2894, 0.2691], [-1.5323, -1.1715, 0.1885], [0.7687, -0.8143, -1.2746], [-1.3507, -0.2893, 1.7293], [-0.4331, -1.7921, 1.4378], [0.8233, 0.6953, 2.2855], [2.1584, 0.6713, 1.0231], [-0.7673, 1.7306, 0.6701], [0.5107, 1.7407, -0.6503]], "atomic_forces_ev_per_a": [[-0.27, 0.20, -0.51], [-0.05, 0.04, -0.16], [0.39, -0.31, 0.59], [-0.09, -0.06, 0.07], [0.01, -0.10, -0.04], [0.15, 0.00, 0.19], [-0.11, 0.18, -0.11], [0.07, 0.05, 0.13], [-0.09, 0.09, 0.02], [0.09, -0.07, -0.09], [-0.06, 0.11, -0.06], [0.02, 0.00, -0.16], [-0.17, 0.02, 0.03], [0.14, -0.09, -0.05], [-0.04, -0.07, 0.16]]}